Model A:
C5H10OS2 | ωB97M-V with the def2-TZVPD basis set

Element x y z (Å)
C  -1.29  -1.66  -1.78
C  -0.18  0.40  -0.30
C  1.09  -0.53  -0.18
C  -0.69  -0.28  0.96
C  1.08  2.17  1.26
H  -0.17  -2.09  -1.99
H  -1.82  -2.15  -0.89
H  -1.89  -1.78  -2.80
H  2.18  -0.12  -0.15
H  0.92  -1.48  -0.83
H  -1.08  0.45  1.62
H  -1.42  -1.04  0.75
H  2.11  1.81  1.30
H  0.50  1.62  2.09
H  1.20  3.26  1.67
O  0.62  -0.88  1.17
S  -1.21  0.15  -1.74
S  0.04  2.13  -0.16

## Properties
Gap between HOMO and LUMO (eV): 9.597
Spin multiplicity: 1
E_LUMO (eV): 0.75


Model B:
C5H10OS2 | ωB97M-V with the def2-TZVPD basis set

Element x y z (Å)
C  -1.23  2.15  -0.37
C  -0.08  0.96  -0.47
C  0.15  0.36  1.01
C  -0.39  -2.38  0.64
C  0.91  -2.31  -0.18
H  -1.27  2.68  -1.24
H  -1.13  2.82  0.42
H  -2.34  1.81  -0.22
H  -0.28  0.35  -1.20
H  1.68  1.95  -1.53
H  1.27  0.21  0.65
H  0.12  1.09  1.69
H  0.76  -3.08  -0.96
H  1.17  -0.95  -0.27
H  1.75  -2.65  0.68
O  1.34  1.60  -0.62
S  -0.89  -1.06  1.55
S  -1.54  -3.55  0.41

## Properties
Gap between HOMO and LUMO (eV): 8.244
Spin multiplicity: 1
E_LUMO (eV): -0.20


Calculated relative energies: model A 0.000; model B 1.978, given in eV


Model A:
C11H17N4 | ωB97M-V with the def2-TZVPD basis set

Element x y z (Å)
C  1.40  -1.59  -0.17
C  0.80  -0.35  0.46
C  0.03  -0.79  1.74
C  1.95  0.60  0.75
C  -0.13  0.24  -0.68
C  0.21  -0.11  -2.11
N  -0.23  1.70  -0.66
C  -1.24  2.56  -0.38
N  -2.38  2.20  0.14
C  -2.70  0.81  0.15
N  -3.97  0.62  0.57
C  -4.36  -0.63  0.40
N  -3.63  -1.65  0.01
C  -2.39  -1.51  -0.16
C  -1.91  -0.21  -0.32
H  2.29  -1.97  0.43
H  1.86  -1.22  -1.05
H  0.69  -2.38  -0.55
H  0.91  -0.88  2.43
H  -0.54  -0.02  2.10
H  -0.45  -1.69  1.40
H  2.63  0.85  0.00
H  2.51  0.19  1.56
H  1.36  1.60  1.07
H  -0.58  0.40  -2.78
H  0.15  -1.20  -2.29
H  1.24  0.21  -2.28
H  0.66  2.17  -0.79
H  -1.04  3.61  -0.27
H  -3.12  2.85  0.07
H  -5.42  -0.89  0.66
H  -1.84  -2.41  -0.54

## Properties
Gap between HOMO and LUMO (eV): 9.420
Charge: +1
Spin multiplicity: 1
E_LUMO (eV): -4.10
SMILES: CC(C)(C)[C@]1(C)[NH+]=CNc2ncncc21


Model B:
C11H17N4 | ωB97M-V with the def2-TZVPD basis set

Element x y z (Å)
C  3.67  -0.66  1.02
C  3.63  0.73  -0.67
C  -1.87  0.27  0.17
C  -1.08  1.35  -0.32
C  1.19  0.56  -0.90
C  -1.13  -1.05  0.77
C  -1.64  -1.09  -0.56
C  -3.21  0.52  0.73
C  -1.58  2.72  -0.27
C  -2.90  -1.83  -1.09
C  5.89  -0.12  0.17
N  2.41  -0.45  0.74
N  0.15  1.10  -0.51
N  4.48  0.01  0.13
N  2.38  0.46  -0.25
H  4.14  -1.25  1.77
H  4.10  1.23  -1.38
H  -0.05  -1.02  1.01
H  -1.71  -1.64  1.43
H  -0.95  -1.01  -1.43
H  -3.57  -0.46  1.29
H  -4.02  0.72  -0.01
H  -3.20  1.26  1.61
H  -1.35  3.04  0.75
H  -2.63  2.52  -0.44
H  -1.05  3.50  -0.78
H  -3.45  -2.11  -0.22
H  -2.57  -2.69  -1.69
H  -3.46  -1.15  -1.70
H  6.20  0.40  1.04
H  6.02  -1.20  0.35
H  6.54  0.31  -0.62

## Properties
Gap between HOMO and LUMO (eV): 7.392
Charge: +1
Spin multiplicity: 1
E_LUMO (eV): -3.37


Calculated relative energies: model A 0.000; model B 3.250, given in eV


Model A:
C4H12NS | ωB97M-V with the def2-TZVPD basis set

Element x y z (Å)
C  1.53  -0.37  0.87
C  1.28  -0.75  -0.59
C  0.41  -2.02  -0.73
N  0.70  0.31  -1.42
H  1.85  -1.28  1.40
H  2.28  0.40  1.00
H  0.58  -0.06  1.32
H  2.25  -1.01  -1.03
H  0.33  -2.31  -1.78
H  0.90  -2.84  -0.18
H  -0.59  -1.90  -0.32
H  1.29  1.14  -1.38
H  -0.21  0.64  -1.00
C  -2.55  2.14  0.80
S  -2.11  0.44  0.35
H  -3.60  2.31  0.58
H  -2.39  2.29  1.87
H  -1.94  2.87  0.25

## Properties
Gap between HOMO and LUMO (eV): 6.589
Charge: -1
Spin multiplicity: 1
E_LUMO (eV): 4.16


Model B:
C4H12NS | ωB97M-V with the def2-TZVPD basis set

Element x y z (Å)
C  1.19  -1.47  -1.04
C  2.36  -0.50  -0.92
S  1.86  1.17  -0.37
N  0.08  -0.97  -1.86
H  0.79  -1.69  -0.04
H  1.50  -2.42  -1.48
H  2.80  -0.41  -1.92
H  3.12  -0.92  -0.26
H  0.33  -1.05  -2.84
H  -0.02  0.02  -1.65
C  -2.47  1.28  1.45
C  -1.06  0.76  1.68
H  -2.45  1.96  0.60
H  -2.85  1.85  2.31
H  -3.18  0.49  1.23
H  -0.34  1.57  1.75
H  -0.95  0.12  2.56
H  -0.71  0.19  0.81

## Properties
Gap between HOMO and LUMO (eV): 6.383
Charge: -1
Spin multiplicity: 1
E_LUMO (eV): 3.99


Calculated relative energies: model A 0.000; model B 0.064, given in eV


Model A:
C3H8NO | ωB97M-V with the def2-TZVPD basis set

Element x y z (Å)
C  0.34  1.40  -0.13
C  0.25  -0.11  -0.28
N  -1.16  -0.61  -0.27
C  0.96  -0.90  0.81
O  0.36  -1.70  1.47
H  -0.47  1.78  0.49
H  1.36  1.69  0.14
H  0.15  1.89  -1.09
H  0.69  -0.42  -1.21
H  -1.17  -1.47  0.30
H  -1.86  0.05  0.08
H  -1.51  -0.81  -1.21
H  2.04  -0.77  0.90

## Properties
Gap between HOMO and LUMO (eV): 11.507
Charge: +1
Spin multiplicity: 1
E_LUMO (eV): -3.91
SMILES: C[C@H]([NH3+])C=O


Model B:
C3H8NO | ωB97M-V with the def2-TZVPD basis set

Element x y z (Å)
C  -0.44  1.16  0.25
C  -0.43  -0.22  0.02
N  -1.51  -0.75  -0.50
C  1.08  -0.72  0.41
O  2.05  -0.07  -0.32
H  -1.10  1.85  -0.42
H  0.53  1.51  0.20
H  -0.69  1.69  1.20
H  -2.25  -0.14  -0.58
H  -1.52  -1.75  -0.79
H  1.30  -0.47  1.53
H  1.08  -1.85  0.29
H  1.91  -0.25  -1.29

## Properties
Gap between HOMO and LUMO (eV): 10.479
Charge: +1
Spin multiplicity: 1
E_LUMO (eV): -5.17
SMILES: CC(=[NH2+])CO


Model C:
C3H8NO | ωB97M-V with the def2-TZVPD basis set

Element x y z (Å)
C  0.53  0.32  -0.62
C  1.65  -0.51  -0.63
C  -0.50  2.05  0.86
N  0.42  1.23  0.48
H  -0.10  0.33  -1.50
H  2.17  -1.20  0.09
H  2.20  -0.65  -1.55
H  -0.31  2.89  1.57
H  -1.42  2.10  0.31
H  1.20  1.17  1.16
H  -1.44  -2.64  0.57
H  -2.61  -2.78  -0.46
O  -1.80  -2.32  -0.28

## Properties
Gap between HOMO and LUMO (eV): 8.457
Charge: +1
Spin multiplicity: 1
E_LUMO (eV): -5.84


Calculated relative energies: model A 0.000; model B 1.331; model C 2.498, given in eV


Model A:
C3H8NO | ωB97M-V with the def2-TZVPD basis set

Element x y z (Å)
C  0.98  -0.26  0.65
C  0.40  -0.27  1.93
C  1.05  1.07  -1.44
N  0.43  0.30  -0.53
H  2.01  -0.62  0.48
H  -0.66  -0.17  2.11
H  1.05  -0.37  2.74
H  0.37  1.30  -2.26
H  2.10  1.01  -1.30
H  -0.41  -0.06  -0.94
H  -2.68  -0.48  0.36
H  -1.99  -1.45  -0.58
O  -2.18  -0.57  -0.47

## Properties
Gap between HOMO and LUMO (eV): 9.050
Charge: +1
Spin multiplicity: 1
E_LUMO (eV): -5.81


Model B:
C3H8NO | ωB97M-V with the def2-TZVPD basis set

Element x y z (Å)
C  1.26  0.35  -0.08
C  -1.89  -0.46  0.80
C  -1.53  0.52  -0.19
N  3.19  0.25  -1.33
O  1.79  -0.02  -1.14
H  1.77  0.85  0.84
H  -3.10  -0.42  1.03
H  -1.52  -0.08  1.89
H  -1.74  -1.43  0.60
H  -1.01  0.17  -1.01
H  -1.90  1.44  -0.03
H  3.81  0.27  -0.50
H  3.38  -0.31  -2.13

## Properties
Gap between HOMO and LUMO (spin up / spin down) (eV): 7.307 / 7.315
Charge: +1
Spin multiplicity: 1
E_LUMO (spin up / spin down) (eV): -6.20 / -6.20


Calculated relative energies: model A 0.000; model B 5.570, given in eV


Model A:
CH4N2O2 | ωB97M-V with the def2-TZVPD basis set

Element x y z (Å)
C  -0.58  -0.36  0.25
N  0.85  0.28  1.25
N  -0.38  0.12  -1.11
O  0.76  0.15  -1.53
O  -1.36  0.44  -1.72
H  -0.48  -1.44  0.33
H  -1.46  0.05  0.71
H  1.08  1.14  0.77
H  1.57  -0.40  1.05

## Properties
Gap between HOMO and LUMO (spin up / spin down) (eV): 8.776 / 6.674
Spin multiplicity: 3
E_LUMO (spin up / spin down) (eV): 0.97 / -3.68


Model B:
CH4N2O2 | ωB97M-V with the def2-TZVPD basis set

Element x y z (Å)
C  -0.82  0.78  -0.70
N  -1.36  0.09  0.24
N  0.99  -0.57  0.60
O  -0.82  -1.09  0.28
O  1.09  0.64  0.19
H  -0.23  0.41  -1.54
H  -0.94  1.86  -0.67
H  1.30  -1.35  0.03
H  0.79  -0.77  1.58

## Properties
Gap between HOMO and LUMO (spin up / spin down) (eV): 7.899 / 8.282
Spin multiplicity: 3
E_LUMO (spin up / spin down) (eV): 0.98 / -1.62


Calculated relative energies: model A 0.156; model B 0.000, given in eV